No. 1
C3H7N3O2 | ωB97M-V with the def2-TZVPD basis set

Last column: Löwdin charge in e.
Geometry (Å):
N (0.78780, -1.08584, -3.13158)  -0.03
C (0.25551, -0.74821, -1.84515)  -0.28
N (0.84995, -1.32570, -0.77389)  0.03
N (0.38156, -0.94791, 0.57590)  0.00
C (-0.15282, 0.31116, 0.88614)  -0.40
O (-0.90864, 0.91334, 0.09644)  -0.04
C (-0.21050, 1.09038, 2.31216)  -0.18
O (-1.35723, 1.92426, 2.33844)  -0.12
H (1.71952, -1.63674, -3.12131)  0.11
H (-0.24479, -1.41882, -3.69565)  0.19
H (-0.72908, -0.04301, -1.88346)  0.16
H (0.62770, -1.38571, 1.53769)  0.17
H (0.03397, 0.39332, 3.19194)  0.12
H (0.66343, 1.95364, 2.12905)  0.17
H (-1.71637, 2.00583, 1.38330)  0.12

Calculated values
- Energy relative to the best compared isomer or geometry (same formula, charge and spin): 544.2 kJ/mol
- Net charge: 0
- Kohn-Sham gap: 0.354 hartree

No. 2
C4H8N2O | ωB97M-V with the def2-TZVPD basis set

Last column: Löwdin charge in e.
Geometry (Å):
C (1.36105, -0.37408, 0.09819)  -0.01
C (0.02192, 0.32281, -0.18791)  -0.44
C (-0.79042, 0.08331, 1.06140)  -0.46
N (-1.35171, -1.22889, 1.01487)  0.12
O (-0.88306, 0.83395, 2.00371)  0.10
C (0.01659, 1.44827, -1.16895)  -0.10
N (-0.72361, 0.22487, -1.42729)  0.05
H (1.66422, -1.02954, -0.72076)  0.09
H (2.13048, 0.37691, 0.29692)  0.09
H (1.30222, -0.98614, 1.00869)  0.08
H (-0.68394, -1.94846, 1.28707)  0.09
H (-2.15445, -1.28209, 1.62612)  0.09
H (-0.56829, 2.36714, -1.10629)  0.11
H (0.98433, 1.58383, -1.66040)  0.11
H (-0.32533, -0.39189, -2.12535)  0.10

Calculated values
- Energy relative to the best compared isomer or geometry (same formula, charge and spin): 225.4 kJ/mol
- Net charge: 0
- Kohn-Sham gap: 0.382 hartree

No. 3
C4H8O2S | ωB97M-V with the def2-TZVPD basis set

Last column: Löwdin charge in e.
Geometry (Å):
C (-0.87214, -1.30076, -1.62861)  -0.40
S (0.87986, -0.69474, -1.50153)  0.77
C (0.48658, 0.99036, -0.76328)  -0.45
C (-0.17197, 0.97460, 0.64654)  -0.16
C (0.57494, 0.10601, 1.58516)  -0.55
O (1.77110, 0.38334, 1.63526)  0.06
O (-0.07592, -0.72732, 2.45125)  0.11
H (-1.02190, -1.93827, -2.45931)  0.00
H (-1.06377, -1.77028, -0.59554)  0.05
H (-1.53212, -0.40597, -1.77588)  0.04
H (1.53020, 1.29993, -0.67327)  0.05
H (-0.01029, 1.63341, -1.51867)  0.08
H (-0.06259, 1.95415, 1.17728)  0.15
H (-1.16969, 0.58379, 0.56722)  0.10
H (0.73772, -1.08826, 2.85338)  0.13

Calculated values
- Energy relative to the best compared isomer or geometry (same formula, charge and spin): 79.7 kJ/mol
- Net charge: 0
- Kohn-Sham gap: 0.349 hartree

No. 4
CH7NS2 | ωB97M-V with the def2-TZVPD basis set

Last column: Löwdin charge in e.
Geometry (Å):
C (1.79083, -1.14803, 0.38933)  -0.17
N (2.46421, -0.13004, -0.44243)  -0.09
H (1.95243, -0.82287, 1.41318)  0.07
H (0.79061, -1.31113, 0.00836)  0.05
H (2.42498, -2.02436, 0.27470)  0.06
H (3.08477, -0.39079, -1.18231)  0.04
H (2.70408, 0.76965, -0.09826)  0.03
S (-3.67886, 2.32768, -0.38844)  0.22
S (-4.02429, 0.26944, -0.52563)  0.21
H (-4.63862, 2.61766, 0.48622)  -0.22
H (-2.87012, -0.15721, 0.06530)  -0.20

Calculated values
- Energy relative to the best compared isomer or geometry (same formula, charge and spin): 90.4 kJ/mol
- Net charge: 0
- Kohn-Sham gap: 0.331 hartree

No. 5
C6H10NO | ωB97M-V with the def2-TZVPD basis set

Last column: Löwdin charge in e.
Geometry (Å):
C (-1.54073, 0.09671, 2.39316)  0.16
C (-1.23115, 0.75120, 1.45159)  -0.11
C (-0.84180, 1.50874, 0.25450)  -0.08
C (-0.39551, 0.54563, -0.82853)  -0.54
N (1.05769, 0.30153, -0.80647)  0.08
C (1.57209, -0.70193, 0.18407)  0.01
C (-1.25357, -0.55442, -1.21491)  -0.02
O (-0.94993, 0.55857, -2.04214)  0.07
H (-2.02411, -0.54674, 3.03072)  0.03
H (-1.73395, 1.91767, -0.21451)  0.15
H (-0.22353, 2.34765, 0.30664)  0.11
H (1.45155, -0.08483, -1.72189)  0.22
H (1.44628, 1.33705, -0.79093)  0.24
H (1.64305, -0.07071, 1.12080)  0.12
H (0.94349, -1.56161, 0.44314)  0.12
H (2.65399, -0.89779, 0.04905)  0.12
H (-1.01032, -1.55707, -1.71548)  0.16
H (-2.29254, -0.61468, -0.75486)  0.16

Calculated values
- Energy relative to the best compared isomer or geometry (same formula, charge and spin): 365.5 kJ/mol
- Net charge: +1
- Kohn-Sham gap: 0.390 hartree

No. 6
C3H7NO | ωB97M-V with the def2-TZVPD basis set

Last column: Löwdin charge in e.
Geometry (Å):
C (0.63097, -0.96762, -1.37228)  -0.14
C (-0.17061, -0.54464, -0.07387)  -0.27
C (0.12265, 0.82123, 0.50402)  -0.68
N (-0.63648, 1.16287, 1.70605)  0.04
O (1.08910, 1.38390, 0.00294)  -0.22
H (0.40299, -0.09292, -2.06606)  0.07
H (1.69189, -1.07654, -1.19247)  0.04
H (0.15266, -1.89722, -1.76531)  0.04
H (-0.05447, -1.30130, 0.73042)  0.04
H (-1.21908, -0.39541, -0.48762)  0.06
H (-1.64495, 0.98559, 1.70624)  0.00
H (-0.36466, 1.92206, 2.30793)  0.02

Calculated values
- Energy relative to the best compared isomer or geometry (same formula, charge and spin): 93.6 kJ/mol
- Net charge: -1
- Kohn-Sham gap (alpha / beta): 0.102 / 0.299 hartree
- Multiplicity: 2
- Expectation value of S²: 0.75